Here is a single C4H4P2 molecule in a non-equilibrium geometry from the Open Molecules 2025 dataset. Energies are from ωB97M-V with the def2-TZVPD basis set.

Last column: Löwdin charge in e.
Positions of all 10 atoms, in Å:
C -1.66 -0.09 0.84  -0.418
C 1.35 -0.94 -1.03  -0.688
C 0.67 0.31 -0.63  -0.336
C -0.41 0.57 0.59  -0.605
P -0.55 -0.72 1.91  0.953
P 2.14 -2.29 -0.93  0.741
H -2.53 -0.08 0.31  0.014
H -0.06 0.55 -1.57  0.138
H 1.48 1.03 -0.36  0.099
H -0.43 1.67 0.87  0.102

Results
structure (SMILES): P#CC[C@H]1C=P1
frontier orbital gap: 8.76 eV
E: -837.3457 Eh
lowest unoccupied orbital energy: -0.06 eV
M: 114.0 g mol⁻¹
HOMO: -8.82 eV
largest force on an atom: 3.2 eV/Å
energy above the lowest of the compared OMol25 structures with the same formula, charge and spin: 163.8 kJ/mol